[1]
C4H14ClFeP2 | ωB97M-V with the def2-TZVPD basis set

```
22
C4H14ClFeP2, DFT ωB97M-V with the def2-TZVPD basis set
C 0.863 -2.449 0.040
C 0.473 -1.144 0.805
P 0.037 0.211 -0.417
C -1.433 1.029 0.336
C -2.758 0.564 -0.312
P 1.879 1.594 -0.355
Cl 2.603 0.600 -2.126
H 1.830 -2.833 0.324
H 0.130 -3.233 0.300
H 0.823 -2.268 -1.036
H 1.262 -0.815 1.470
H -0.405 -1.290 1.443
H -1.352 2.107 0.312
H -1.465 0.748 1.383
H -3.128 1.317 -0.994
H -3.510 0.422 0.452
H -2.672 -0.377 -0.898
H 2.681 0.594 0.396
H 3.055 2.433 -0.275
H 1.211 2.631 -1.131
H 1.337 2.099 0.896
Fe -1.461 -1.940 -0.612
```

## Properties
Largest force on an atom: 0.0396 Eh/bohr
E_LUMO (alpha / beta): -9.66 / -11.62 eV
Multiplicity: 6
Kohn-Sham gap (alpha / beta): 7.49 / 5.64 eV
E: -2566.47569 a.u.
Charge: +2

***

[2]
C4H14I2N3O5P2S | ωB97M-V with the def2-TZVPD basis set

```
31
C4H14I2N3O5P2S, DFT ωB97M-V with the def2-TZVPD basis set
N -0.201 3.739 2.158
C -0.504 2.338 2.281
N -0.184 1.557 3.412
P -1.612 1.000 4.327
O -2.465 2.343 4.895
I -0.707 -0.086 6.357
N -1.082 1.792 1.213
P -1.550 0.066 0.945
O -3.040 -0.209 1.736
I 0.017 -1.486 2.056
H -0.510 4.257 2.984
H 0.800 3.898 2.025
H 0.376 2.118 4.074
H -3.403 2.085 4.850
H -1.232 2.445 0.435
H -3.173 -1.168 1.834
O -0.412 -2.424 -1.961
S 0.965 -2.014 -1.970
O 1.378 -0.752 -1.413
O 1.538 -2.136 -3.468
C 0.864 -1.426 -4.517
C 1.129 0.067 -4.459
C 1.952 -3.289 -1.245
H -0.208 -1.639 -4.491
H 1.248 -1.822 -5.458
H 0.703 0.510 -3.559
H 0.687 0.570 -5.321
H 2.202 0.267 -4.442
H 1.672 -4.246 -1.680
H 1.751 -3.289 -0.175
H 3.002 -3.067 -1.425
```

## Properties
Largest force on an atom: 0.0604 Eh/bohr
E_LUMO: -4.62 eV
Kohn-Sham gap: 7.72 eV
E: -2377.37341 a.u.
Charge: +1

***

[3]
C4H14IO5 | ωB97M-V with the def2-TZVPD basis set

```
24
C4H14IO5, DFT ωB97M-V with the def2-TZVPD basis set
I -24.105 -23.162 -13.834
O -18.145 -25.068 -14.913
H -17.725 -24.381 -14.395
H -19.054 -24.783 -14.997
C -15.072 -21.222 -11.151
C -16.570 -20.911 -10.779
O -17.258 -20.298 -11.897
O -15.117 -22.127 -12.236
H -14.597 -21.557 -10.229
H -14.519 -20.311 -11.379
H -16.517 -20.248 -9.916
H -17.185 -21.784 -10.561
H -18.098 -20.742 -12.032
H -14.236 -22.224 -12.604
C -21.932 -21.201 -21.464
C -21.552 -21.508 -22.929
O -20.846 -22.775 -23.022
O -22.750 -22.241 -20.914
H -22.436 -20.237 -21.391
H -21.067 -21.185 -20.801
H -20.934 -20.643 -23.170
H -22.445 -21.445 -23.551
H -21.363 -23.366 -22.469
H -22.823 -22.158 -19.960
```

## Properties
Largest force on an atom: 0.0399 Eh/bohr
E_LUMO: 2.25 eV
Kohn-Sham gap: 5.66 eV
E: -834.72770 a.u.
Charge: -1

***

[4]
C4H14N | ωB97M-V with the def2-TZVPD basis set

```
19
C4H14N, DFT ωB97M-V with the def2-TZVPD basis set
C -0.498 -0.869 -0.643
C 0.604 -0.176 -1.418
C 1.447 -1.129 -2.242
N -1.311 0.187 0.102
H -1.238 -1.422 -1.218
H -0.119 -1.532 0.133
H 1.231 0.370 -0.712
H 0.151 0.553 -2.094
H 1.910 -1.949 -1.696
H 0.871 -1.610 -3.037
H 2.246 -0.583 -2.741
H -0.720 0.830 0.640
H -1.869 0.751 -0.537
H -1.972 -0.231 0.751
C -0.157 1.350 2.912
H 0.196 2.067 2.170
H -0.007 1.793 3.890
H 0.458 0.452 2.880
H -1.224 1.146 2.860
```

## Properties
Largest force on an atom: 0.0148 Eh/bohr
E_LUMO: -3.52 eV
Kohn-Sham gap: 12.59 eV
E: -215.30256 a.u.
Charge: +1

***

[5]
C4H14N | ωB97M-V with the def2-TZVPD basis set

```
19
C4H14N, DFT ωB97M-V with the def2-TZVPD basis set
C -1.794 1.408 0.025
C -0.289 1.535 0.029
N -2.251 0.508 1.247
H -2.386 2.311 0.155
H -2.112 0.787 -0.806
H 0.153 1.036 -0.824
H 0.200 1.148 0.932
H -2.637 1.068 2.011
H -2.992 -0.125 0.944
H -1.453 -0.054 1.555
H 0.030 2.573 0.062
C 2.537 -1.029 -0.739
C 1.351 -2.002 -0.547
H 3.395 -1.569 -1.140
H 2.281 -0.294 -1.490
H 2.874 -0.586 0.203
H 1.194 -2.447 0.441
H 1.481 -2.801 -1.274
H 0.417 -1.468 -0.785
```

## Properties
Largest force on an atom: 0.0345 Eh/bohr
E_LUMO: -3.84 eV
Kohn-Sham gap: 10.88 eV
E: -215.27942 a.u.
Charge: +1

***

[6]
C4H14N2 | ωB97M-V with the def2-TZVPD basis set

```
20
C4H14N2, DFT ωB97M-V with the def2-TZVPD basis set
C 1.673 -4.931 0.104
C 1.834 -4.214 -1.220
N 1.094 -4.765 -2.346
H 2.130 -4.267 0.824
H 2.320 -5.981 0.212
H 0.586 -4.980 0.298
H 2.950 -4.387 -1.555
H 1.636 -3.127 -1.208
H 0.907 -5.756 -2.313
H 1.823 -4.692 -3.207
C -0.797 5.693 1.180
N -1.406 4.341 0.895
C -2.815 3.955 0.929
H -1.008 6.398 0.352
H 0.275 5.614 1.194
H -0.930 6.213 2.102
H -0.960 3.416 0.860
H -2.833 2.975 0.423
H -3.037 3.704 1.980
H -3.442 4.788 0.496
```

## Properties
Largest force on an atom: 0.0754 Eh/bohr
E_LUMO: 1.13 eV
Kohn-Sham gap: 9.15 eV
E: -270.20420 a.u.

***

[7]
C4H14N2 | ωB97M-V with the def2-TZVPD basis set

```
20
C4H14N2, DFT ωB97M-V with the def2-TZVPD basis set
C 1.018 1.117 -3.261
C -0.011 0.821 -4.370
N 0.570 1.150 -5.671
H 0.756 0.584 -2.345
H 1.931 0.629 -3.616
H 1.103 2.176 -3.047
H -0.263 -0.240 -4.405
H -0.871 1.450 -4.139
H 1.578 1.006 -5.689
H 0.201 0.624 -6.446
C -0.646 -2.250 4.210
N -0.063 -0.915 4.327
C -0.912 0.160 4.815
H 0.029 -3.006 4.615
H -1.581 -2.316 4.759
H -0.847 -2.467 3.157
H 0.472 -0.666 3.484
H -0.306 0.731 5.527
H -1.726 -0.332 5.342
H -1.391 0.817 4.084
```

## Properties
Largest force on an atom: 0.0626 Eh/bohr
E_LUMO (alpha / beta): -3.60 / -8.51 eV
Multiplicity: 2
Kohn-Sham gap (alpha / beta): 6.97 / 2.06 eV
E: -269.94873 a.u.
Charge: +1

***

[8]
C4H14N2O | ωB97M-V with the def2-TZVPD basis set

```
21
C4H14N2O, DFT ωB97M-V with the def2-TZVPD basis set
N 1.209 -1.262 -0.430
C -1.898 -0.148 0.135
C -0.862 -1.071 0.848
C 0.601 -0.714 0.763
C 0.772 0.845 0.904
N 2.155 1.221 0.979
H 2.220 -1.193 -0.486
H 0.882 -0.839 -1.296
H -1.479 0.432 -0.684
H -2.156 0.610 0.885
H -2.867 -0.511 -0.205
H -1.263 -0.955 1.877
H -1.088 -2.117 0.693
H 1.222 -1.157 1.560
H 0.091 1.036 1.750
H 0.297 1.274 0.023
H 2.592 0.809 1.773
H 2.507 2.001 0.494
H -1.562 0.760 -3.721
H -0.407 0.086 -2.913
O -0.966 0.890 -2.951
```

## Properties
Largest force on an atom: 0.0517 Eh/bohr
E_LUMO (alpha / beta): 3.71 / 3.57 eV
Multiplicity: 2
Kohn-Sham gap (alpha / beta): 2.69 / 8.90 eV
E: -345.47421 a.u.
Charge: -1

***

[9]
C4H14N2O | ωB97M-V with the def2-TZVPD basis set

```
21
C4H14N2O, DFT ωB97M-V with the def2-TZVPD basis set
C -2.119 1.097 0.511
N -1.174 0.024 0.783
C -1.047 -0.694 -1.616
C -0.305 -0.299 -0.354
C 0.804 0.728 -0.549
N 2.062 0.372 0.076
H -1.603 1.923 0.041
H -3.062 0.800 0.030
H -2.555 1.435 1.472
H -1.643 -0.832 1.042
H -0.483 -0.904 -2.526
H -1.840 0.000 -1.925
H -1.598 -1.641 -1.484
H 0.209 -1.232 -0.092
H 0.882 1.065 -1.589
H 0.478 1.640 -0.035
H 2.585 1.157 0.443
H 2.616 -0.184 -0.561
H 3.316 -1.650 2.390
H 2.078 -1.014 1.737
O 2.398 -1.791 2.205
```

## Properties
Largest force on an atom: 0.0369 Eh/bohr
E_LUMO (alpha / beta): 3.82 / 3.73 eV
Multiplicity: 2
Kohn-Sham gap (alpha / beta): 2.51 / 9.16 eV
E: -345.47475 a.u.
Charge: -1

***

[10]
C4H14N2O | ωB97M-V with the def2-TZVPD basis set

```
21
C4H14N2O, DFT ωB97M-V with the def2-TZVPD basis set
C -0.399 0.903 1.594
C -0.867 2.337 1.456
N -1.248 0.102 2.314
O 0.781 0.599 1.493
H 0.949 -0.392 -0.210
H -1.075 -0.159 -0.835
H -0.878 -0.762 2.675
H -2.171 0.420 2.553
H -1.082 2.767 2.440
H -1.769 2.362 0.836
H -0.090 2.930 0.985
C 1.388 -0.214 -2.182
C 0.718 -2.239 -1.025
N 0.621 -0.791 -1.092
H -1.812 0.150 -0.581
H 2.458 -0.464 -2.122
H 0.993 -0.580 -3.132
H 1.753 -2.589 -0.909
H 0.138 -2.588 -0.173
H 1.289 0.870 -2.145
H 0.303 -2.664 -1.940
```

## Properties
Largest force on an atom: 0.0629 Eh/bohr
E_LUMO: 0.93 eV
Kohn-Sham gap: 9.27 eV
E: -345.50494 a.u.

***

[11]
C4H14N2O | ωB97M-V with the def2-TZVPD basis set

```
21
C4H14N2O, DFT ωB97M-V with the def2-TZVPD basis set
C -0.963 2.473 0.393
N -0.788 1.149 -0.285
C 0.185 0.913 -1.370
C 1.000 -0.396 -1.280
N 1.874 -0.511 -0.145
C 1.267 -0.518 1.311
H -0.032 2.863 0.992
H -1.134 3.078 -0.463
H -1.690 2.419 1.122
H -1.664 0.894 -0.718
H 0.953 1.701 -1.562
H -0.368 0.739 -2.318
H 1.622 -0.491 -2.145
H 0.317 -1.256 -1.406
H 2.526 0.175 -0.048
H 0.715 0.313 1.516
H 2.083 -0.835 1.953
H 0.607 -1.389 1.372
H -2.135 -4.536 0.828
H -1.901 -3.152 1.404
O -2.472 -3.632 0.847
```

## Properties
Largest force on an atom: 0.1019 Eh/bohr
E_LUMO: 0.90 eV
Kohn-Sham gap: 8.94 eV
E: -345.46573 a.u.

***

[12]
C4H14N2O | ωB97M-V with the def2-TZVPD basis set

```
21
C4H14N2O, DFT ωB97M-V with the def2-TZVPD basis set
C -0.453 -2.327 -0.737
N -1.115 -1.213 -0.128
C 0.526 -0.994 1.692
C -0.163 -0.293 0.597
C 0.743 0.410 -0.416
N 1.471 1.570 0.011
H 0.185 -2.855 0.004
H -1.259 -3.054 -0.988
H 0.290 -2.059 -1.566
H -1.616 -1.670 0.655
H 1.188 -1.873 1.438
H -0.205 -1.495 2.385
H 1.201 -0.451 2.421
H -0.928 0.416 0.855
H 1.337 -0.254 -1.011
H 0.109 0.591 -1.253
H 2.409 1.760 -0.300
H 1.447 1.960 0.893
H -2.092 3.450 -1.012
H -1.518 4.648 -1.729
O -1.556 3.734 -1.811
```

## Properties
Largest force on an atom: 0.0805 Eh/bohr
E_LUMO: 0.96 eV
Kohn-Sham gap: 9.48 eV
E: -345.47782 a.u.